Here is a cluster of 2 separate species, C5H11ClN2 in total from OMol25. Energies are from wB97M-V/def2-TZVPD.

Geometry as XYZ:
```
19
Properties=species:S:1:pos:R:3:forces:R:3:lowdin_charge:R:1
C -0.952259 2.029497 -2.284208 -2.466 2.507 0.132 -0.12
C -0.721182 1.131664 -1.137011 4.283 0.441 -1.700 -0.25
C 0.235744 -0.401309 0.932940 -5.506 -5.731 2.319 -0.64
C -0.020931 -1.822063 0.125115 0.763 -0.611 -0.883 -0.10
C 0.616305 -0.795233 2.367716 -0.355 3.801 -1.315 -0.61
H -0.020875 2.054001 -2.833781 0.074 0.704 -0.110 0.05
H -1.809592 1.790823 -3.034394 1.261 0.317 1.629 0.09
H -1.247256 3.140305 -1.668482 0.932 -2.926 -2.328 0.16
H -1.550894 0.870725 -0.593156 -1.572 -0.861 1.918 0.08
H 1.718709 -0.236577 0.110043 2.143 1.149 -1.087 0.08
H -0.682117 0.053504 1.087555 -2.306 0.743 0.282 0.09
H -0.117903 -3.111650 0.888947 -0.093 4.420 -2.366 0.18
H 1.130128 -1.866332 -0.285788 -3.176 -0.817 0.054 0.06
H -0.944333 -1.600520 -0.766657 3.134 -1.356 2.671 0.11
H -0.249079 -1.208307 2.954230 1.300 0.325 -0.546 0.11
H 0.976476 0.251297 2.567154 -0.666 -0.926 1.659 0.09
N 0.560273 0.926722 -0.945639 -2.391 0.757 -0.096 0.04
N 1.015801 0.465292 0.275326 2.686 -0.065 -1.020 -0.07
Cl 2.062983 -1.671840 2.240090 1.955 -1.871 0.786 0.65
```
Forces are in eV/Å.

Calculated values
**HOMO level**: -8.97 eV
**Frontier orbital gap**: 9.73 eV
**Energy relative to the best compared isomer or geometry (same formula, charge and spin)**: 593.9 kJ/mol
**LUMO energy**: 0.76 eV

***

Here is a structure of composition C17H25N4OPtS from OMol25. Energies are from wB97M-V/def2-TZVPD.

Geometry as XYZ:
```
49
Properties=species:S:1:pos:R:3:forces:R:3:lowdin_charge:R:1
Pt -0.754691 -0.665255 -0.751894 0.049 0.123 -0.415 1.10
S 0.128969 -4.969614 -0.208138 0.238 -0.147 0.399 1.07
C -1.446923 -4.882484 -0.828759 -0.293 -0.055 -0.014 -0.40
C -1.891463 -3.598247 -0.921197 -0.362 0.041 0.067 -0.23
C -0.923157 -2.642136 -0.494755 0.399 0.214 -1.456 -0.37
C 0.204258 -3.261429 -0.045981 0.759 -0.266 0.477 -0.53
C 1.348485 -2.523292 0.498389 -0.076 -0.414 -0.189 -0.29
C 2.503851 -3.104886 1.008862 0.131 -0.252 -0.082 -0.01
C 3.508120 -2.295985 1.506958 0.048 -0.295 0.025 -0.04
C 3.342662 -0.922400 1.491118 -0.005 0.275 -0.058 -0.05
C 2.168051 -0.420571 0.964652 -0.053 0.021 -0.008 -0.13
N 1.195179 -1.198272 0.487800 0.125 0.425 0.760 0.00
H -1.975579 -5.790345 -1.085147 0.023 0.106 0.039 0.08
H -2.887434 -3.351489 -1.270588 0.102 -0.008 -0.004 0.11
H 2.606246 -4.183976 0.996638 0.045 0.072 0.050 0.11
H 4.416881 -2.730881 1.905382 -0.066 -0.018 -0.018 0.12
H 4.102061 -0.255445 1.876838 -0.037 -0.018 -0.021 0.11
H 1.981192 0.648981 0.932187 0.004 -0.028 -0.010 0.11
C -1.461367 -2.183053 -3.850326 -0.301 0.271 -0.120 0.02
O -0.801895 -0.894887 -3.742742 0.296 -1.344 -1.162 -0.07
C -0.203600 -0.527734 -2.687484 -2.161 1.111 1.797 -0.35
C 0.593671 0.687337 -3.008633 0.963 -0.054 0.165 -0.06
H -2.318939 -2.043706 -4.499961 0.022 0.090 -0.038 0.11
H -1.763072 -2.527419 -2.878231 -0.022 0.021 0.216 0.03
H -0.759890 -2.873312 -4.304059 0.124 -0.006 -0.042 0.11
H 1.302762 0.460796 -3.811331 -0.066 0.035 0.018 0.10
H 1.143148 1.042761 -2.142036 -0.007 0.089 -0.001 0.06
H -0.083655 1.458281 -3.380583 -0.068 -0.008 0.039 0.10
C -1.425023 0.268901 2.259538 -0.063 0.239 -0.055 -0.05
N -0.808826 1.574320 2.023474 0.184 -0.238 0.037 -0.14
C 0.152360 1.976731 3.049885 -0.093 -0.052 -0.076 -0.04
C -0.807007 2.120378 0.783551 -0.081 -0.212 0.096 -0.45
N -1.169160 1.396019 -0.255939 0.486 0.033 -0.517 -0.01
N -0.442122 3.426478 0.677833 -0.077 0.147 0.064 -0.15
C -0.039523 3.960764 -0.611633 -0.051 0.011 0.028 -0.04
C -0.918809 4.428121 1.633711 0.054 -0.050 -0.042 -0.03
H -1.707567 0.208441 3.309250 -0.028 0.005 0.011 0.10
H -0.740164 -0.551320 2.040283 0.087 -0.054 0.054 0.06
H -2.321532 0.162446 1.652066 -0.040 0.036 -0.012 0.09
H 0.786979 1.124042 3.300249 -0.001 -0.022 0.007 0.09
H -0.356585 2.302524 3.957189 -0.025 0.012 0.011 0.10
H 0.784875 2.780833 2.689649 0.007 0.026 -0.031 0.09
H -1.358316 1.969000 -1.064411 -0.165 0.170 0.061 0.05
H 0.523515 3.216240 -1.168520 0.012 -0.031 -0.008 0.08
H 0.609887 4.817855 -0.443493 -0.001 0.031 0.012 0.10
H -0.891301 4.294983 -1.212498 -0.033 0.005 -0.008 0.10
H -1.419233 3.948500 2.468913 0.004 -0.009 -0.017 0.09
H -1.634246 5.092031 1.142899 0.004 -0.009 -0.020 0.10
H -0.092075 5.031377 2.011020 0.011 -0.020 -0.003 0.10
```
Forces are in eV/Å.

Calculated values
**HOMO level (alpha / beta)**: -10.59 / -10.59 eV
**Total charge**: +1
**Frontier orbital gap (alpha / beta)**: 7.21 / 7.22 eV
**Energy relative to the best compared isomer or geometry (same formula, charge and spin)**: 140.6 kJ/mol
**LUMO energy (alpha / beta)**: -3.37 / -3.37 eV